# 1
A 2-piece molecular cluster, C23H47BF3INO6P overall, computed with ωB97M-V/def2-TZVPD.

## Properties
spin multiplicity = 1
E_LUMO = 0.3 eV
total energy = -2374.1699 hartree
frontier orbital gap = 8.06 eV
HOMO energy = -7.8 eV
F_max = 2.437 eV Å⁻¹

XYZ file:
```
83
Properties=species:S:1:pos:R:3:lowdin_charge:R:1
C -1.91 -0.84 3.22 -0.100
C -1.01 -1.97 3.77 -0.252
C 0.03 -1.49 4.79 -0.216
C 0.98 -0.40 4.29 -0.217
C 2.20 -0.91 3.53 -0.207
C 1.91 -1.32 2.08 -0.221
C 3.14 -1.20 1.17 -0.208
C 3.02 -1.94 -0.17 -0.203
C 2.20 -1.18 -1.21 -0.196
C 0.70 -1.51 -1.17 -0.199
C -0.18 -0.44 -1.83 -0.192
C -0.95 0.42 -0.82 -0.213
C -0.17 1.61 -0.24 -0.246
P -0.12 3.15 -1.27 0.952
C -1.83 3.75 -0.60 -0.305
N -1.21 4.49 0.51 0.022
C 1.66 2.76 -1.99 -0.318
O 2.53 2.53 -0.90 -0.236
O 3.81 3.16 -1.23 -0.026
C -0.68 3.33 -3.09 -0.260
C -1.54 2.25 -3.65 -0.874
O -1.18 1.30 -4.24 0.018
I -3.69 2.51 -3.41 0.804
B 0.40 4.77 -0.22 -0.726
O 0.12 6.01 -0.86 0.056
C 1.34 4.73 1.05 -0.189
C 1.19 5.97 1.95 -0.110
H -2.95 -1.15 3.19 0.068
H -1.85 0.05 3.86 0.071
H -1.62 -0.54 2.21 0.043
H -0.51 -2.47 2.94 0.086
H -1.64 -2.73 4.24 0.101
H -0.50 -1.14 5.68 0.107
H 0.62 -2.35 5.11 0.107
H 1.32 0.19 5.15 0.105
H 0.43 0.30 3.65 0.096
H 2.98 -0.14 3.53 0.109
H 2.60 -1.79 4.06 0.113
H 1.54 -2.35 2.04 0.109
H 1.11 -0.67 1.69 0.096
H 4.01 -1.58 1.72 0.111
H 3.33 -0.14 0.97 0.110
H 2.55 -2.92 0.00 0.110
H 4.03 -2.14 -0.55 0.104
H 2.36 -0.10 -1.07 0.090
H 2.57 -1.41 -2.22 0.114
H 0.56 -2.46 -1.67 0.103
H 0.38 -1.64 -0.13 0.087
H -0.89 -0.88 -2.53 0.108
H 0.48 0.19 -2.44 0.085
H -1.92 0.73 -1.22 0.082
H -1.18 -0.23 0.04 0.085
H -0.65 1.91 0.69 0.083
H 0.85 1.31 0.00 0.079
H -2.31 4.46 -1.27 0.059
H -2.58 3.00 -0.34 0.067
H -1.17 3.97 1.38 0.128
H -1.65 5.39 0.69 0.133
H 1.99 3.65 -2.53 0.091
H 1.70 1.92 -2.70 0.083
H 4.23 3.12 -0.36 0.093
H 0.19 3.34 -3.75 0.089
H -1.19 4.29 -3.16 0.076
H 0.51 6.10 -1.73 0.089
H 2.37 4.67 0.68 0.089
H 1.20 3.81 1.62 0.093
H 1.57 5.79 2.96 0.069
H 1.75 6.81 1.54 0.075
H 0.15 6.29 2.03 0.061
C -3.54 -6.15 -4.20 -0.059
C -2.32 -6.71 -3.51 -0.188
O -1.83 -5.80 -2.50 0.032
C -2.44 -5.84 -1.33 -0.404
O -3.34 -6.55 -1.00 0.170
C -1.79 -4.83 -0.36 -0.544
F -1.57 -3.65 -0.95 0.162
F -0.60 -5.30 0.06 0.163
F -2.56 -4.63 0.70 0.174
H -3.33 -5.17 -4.63 0.084
H -3.84 -6.82 -5.00 0.083
H -4.37 -6.06 -3.50 0.079
H -1.48 -6.82 -4.20 0.125
H -2.52 -7.67 -3.04 0.124
```

# 2
A 2-piece molecular cluster, C10H19N3S overall, computed with ωB97M-V/def2-TZVPD.

## Properties
spin multiplicity = 1
energy above the lowest of the compared OMol25 structures with the same formula, charge and spin = 67.6 kcal per mole
E_LUMO = -6.6 eV
total energy = -954.1698 hartree
frontier orbital gap = 8.62 eV
total charge = +2
HOMO energy = -15.2 eV
F_max = 4.447 eV Å⁻¹

XYZ file:
```
33
Properties=species:S:1:pos:R:3:nbo_charge:R:1
C 2.32 -1.60 -1.61 -0.043
C 2.77 -0.79 -0.59 0.175
C 0.61 -0.41 -0.88 0.239
C 4.09 -0.79 0.11 -0.467
C 3.97 0.09 1.39 -0.401
C 3.20 1.41 1.09 -0.400
C 1.67 1.14 0.69 -0.238
C -3.63 -0.25 0.49 -0.569
C -3.69 0.73 -0.61 -0.225
C -2.25 -0.93 0.70 -0.294
N 1.70 -0.03 -0.20 -0.289
N 1.03 -1.26 -1.83 -0.458
N -5.06 1.41 -0.84 -0.730
S -2.24 -2.50 1.10 0.367
H 2.82 -2.20 -2.30 0.251
H 4.78 -1.76 0.25 0.285
H 4.75 -0.19 -0.47 0.243
H 3.27 -0.38 2.22 0.202
H 4.96 0.19 1.84 0.255
H 3.07 2.09 1.97 0.251
H 3.62 1.92 0.14 0.211
H 1.08 0.90 1.59 0.226
H 1.41 2.14 0.26 0.243
H -4.60 -0.99 0.40 0.201
H -3.84 0.39 1.42 0.264
H -2.86 1.52 -0.45 0.243
H -3.47 0.23 -1.61 0.227
H -0.31 0.04 -0.77 0.239
H 0.39 -1.81 -2.55 0.468
H -5.64 0.89 -0.03 0.472
H -5.54 1.16 -1.72 0.468
H -4.84 2.48 -0.70 0.488
H -3.55 -2.86 1.47 0.097
```

# 3
C8H22N2O6PSn as an isolated structure, computed with ωB97M-V/def2-TZVPD.

## Properties
spin multiplicity = 1
energy above the lowest of the compared OMol25 structures with the same formula, charge and spin = 70.2 kcal per mole
E_LUMO = 1.2 eV
total energy = -1434.5084 hartree
frontier orbital gap = 3.80 eV
total charge = -1
HOMO energy = -2.6 eV
F_max = 5.623 eV Å⁻¹

XYZ file:
```
40
Properties=species:S:1:pos:R:3:nbo_charge:R:1
Sn 1.24 1.16 2.18 1.223
P 3.50 -0.98 0.36 2.487
O 2.67 -1.42 1.59 -1.173
O 4.99 -1.11 0.81 -1.192
O 3.16 0.50 0.07 -1.204
O 3.22 -1.92 -0.83 -1.212
C 1.93 1.96 -2.81 -0.618
C 0.46 1.71 -2.28 -0.076
C -0.39 0.74 -3.12 -0.097
O -1.09 1.48 -4.20 -0.554
C -2.16 2.31 -3.72 -0.259
N 0.77 1.10 -0.98 -0.901
H 2.44 2.71 -2.20 0.220
H 1.66 2.28 -3.81 0.192
H 2.46 1.01 -2.87 0.245
H -0.09 2.62 -2.04 0.170
H -1.21 0.23 -2.61 0.160
H 0.16 -0.12 -3.49 0.212
H -1.79 3.25 -3.32 0.168
H -2.81 1.78 -3.02 0.163
H -2.55 2.47 -4.72 0.200
H 0.54 0.17 -1.32 0.358
H 1.74 0.99 -0.75 0.447
C -1.23 -1.39 4.49 -0.589
C -0.77 -2.11 3.29 -0.089
C -1.33 -1.79 1.92 -0.066
O -1.23 -0.37 1.63 -0.587
C -2.06 0.03 0.47 -0.274
N 0.60 -1.80 3.32 -0.885
H -0.84 -0.37 4.53 0.203
H -0.85 -1.85 5.40 0.207
H -2.31 -1.41 4.69 0.186
H -0.96 -3.14 3.57 0.174
H -2.34 -2.17 2.02 0.163
H -0.92 -2.47 1.17 0.203
H -3.10 0.11 0.79 0.177
H -1.88 -0.60 -0.40 0.190
H -1.72 0.91 -0.07 0.217
H 1.14 -1.90 2.48 0.445
H 0.99 -2.61 3.78 0.365
```

# 4
C22H25ClNOPd as an isolated structure, computed with ωB97M-V/def2-TZVPD.

## Properties
spin multiplicity = 5
energy above the lowest of the compared OMol25 structures with the same formula, charge and spin = 0.0 kcal per mole
E_LUMO (alpha / beta) = -2.0 / -4.9 eV
total energy = -1571.0597 hartree
frontier orbital gap (alpha / beta) = 9.40 / 6.94 eV
total charge = +1
HOMO energy (alpha / beta) = -11.4 / -11.9 eV
F_max = 1.565 eV Å⁻¹

XYZ file:
```
51
Properties=species:S:1:pos:R:3:mulliken_spin:R:1
C -1.86 -3.27 1.14 0.280
C -1.94 -2.67 -0.14 0.202
C -0.63 -2.48 -0.61 0.219
H -2.84 -2.38 -0.66 0.005
C 0.26 -2.94 0.39 0.276
C -0.51 -3.45 1.46 0.186
H 1.33 -2.88 0.37 0.005
C -2.49 -0.52 2.92 0.263
C -3.10 -0.54 1.64 0.212
C -2.53 0.49 0.86 0.247
H -3.86 -1.23 1.32 -0.006
C -1.59 1.18 1.67 0.202
C -1.58 0.55 2.93 0.173
H -0.35 -2.00 -1.53 0.033
H -0.12 -3.83 2.39 -0.003
H -2.70 -3.52 1.77 0.014
H -0.92 0.79 3.74 0.002
H -2.78 0.71 -0.16 0.004
H -2.68 -1.20 3.73 0.001
Pd -0.85 -1.10 1.32 1.165
C -0.76 2.38 1.29 0.002
C -1.08 3.52 2.26 0.036
C -1.06 2.84 -0.14 0.023
H -2.16 3.64 2.36 0.003
H -0.67 4.46 1.89 0.002
H -0.67 3.33 3.24 0.000
H -2.04 3.30 -0.20 -0.003
H -1.03 2.01 -0.85 -0.003
H -0.32 3.58 -0.45 -0.001
C 0.74 2.06 1.43 0.034
C 1.21 1.05 0.44 -0.033
H 0.94 1.63 2.41 0.002
H 1.32 2.98 1.36 0.000
O 0.56 0.00 0.20 0.120
N 2.35 1.25 -0.25 0.021
C 3.14 0.26 -0.95 -0.003
H 2.50 2.21 -0.50 0.003
C 2.52 -0.30 -2.22 0.002
C 2.61 -1.64 -2.56 0.002
H 3.14 -2.35 -1.94 0.001
C 2.04 -2.10 -3.74 -0.002
H 2.13 -3.14 -4.00 0.000
C 1.37 -1.22 -4.58 0.000
H 0.92 -1.58 -5.50 0.000
C 1.27 0.12 -4.24 0.000
H 0.75 0.81 -4.88 0.000
C 1.85 0.58 -3.06 0.000
H 1.78 1.63 -2.80 0.000
H 3.38 -0.56 -0.27 -0.001
H 4.09 0.73 -1.19 0.000
Cl 0.92 -1.21 2.89 0.314
```

# 5
C30H20Cl3CoIN2O4PS as an isolated structure, computed with ωB97M-V/def2-TZVPD.

## Properties
spin multiplicity = 1
energy above the lowest of the compared OMol25 structures with the same formula, charge and spin = 18.5 kcal per mole
E_LUMO = -0.7 eV
total energy = -5366.2439 hartree
frontier orbital gap = 7.14 eV
HOMO energy = -7.9 eV
F_max = 1.182 eV Å⁻¹

XYZ file:
```
63
Properties=species:S:1:pos:R:3:nbo_charge:R:1
Co 0.25 -0.39 0.01 1.054
O 1.83 0.46 -0.42 -0.530
N 2.96 -0.09 0.02 0.011
C 4.07 0.68 -0.03 0.051
C 5.27 0.16 0.36 -0.258
C 5.32 -1.16 0.82 -0.154
C 4.18 -1.91 0.87 -0.226
C 2.95 -1.36 0.46 0.042
S 1.45 -2.19 0.49 -0.057
H 3.90 1.68 -0.39 0.249
H 6.15 0.78 0.32 0.238
H 6.26 -1.59 1.14 0.230
H 4.18 -2.93 1.23 0.240
I -2.39 1.31 2.21 0.243
C -3.75 1.21 0.64 -0.155
C -4.31 2.38 0.21 -0.229
C -5.46 2.37 -0.60 -0.197
C -6.10 1.19 -0.85 -0.183
C -5.54 -0.03 -0.41 -0.095
C -6.28 -1.24 -0.53 -0.149
C -5.77 -2.41 -0.05 -0.226
C -4.43 -2.45 0.37 -0.173
C -3.65 -1.32 0.42 -0.333
P -1.84 -1.71 0.26 1.010
C -1.92 -2.70 -1.29 -0.353
C -0.99 -3.69 -1.60 -0.223
C -1.00 -4.32 -2.84 -0.202
C -1.93 -3.96 -3.80 -0.215
C -2.86 -2.97 -3.51 -0.154
C -2.86 -2.35 -2.27 -0.213
C -1.58 -2.88 1.64 -0.402
C -1.35 -2.32 2.89 -0.178
C -1.16 -3.13 4.00 -0.194
C -1.18 -4.51 3.86 -0.194
C -1.41 -5.08 2.62 -0.233
C -1.61 -4.27 1.51 -0.151
C -4.26 -0.05 0.21 0.003
H -3.89 3.32 0.54 0.235
H -5.87 3.31 -0.95 0.222
H -7.05 1.17 -1.36 0.214
H -7.27 -1.19 -0.96 0.217
H -6.35 -3.32 -0.08 0.222
H -3.99 -3.41 0.56 0.223
H -0.24 -3.98 -0.88 0.228
H -0.27 -5.09 -3.05 0.217
H -1.93 -4.44 -4.77 0.217
H -3.59 -2.67 -4.25 0.212
H -3.60 -1.58 -2.07 0.228
H -1.32 -1.24 3.00 0.243
H -0.99 -2.68 4.97 0.220
H -1.02 -5.14 4.72 0.216
H -1.44 -6.15 2.51 0.215
H -1.81 -4.72 0.55 0.212
Cl -2.46 0.78 -3.10 0.027
C -0.71 1.04 -2.89 -0.207
Cl -0.06 1.83 -4.31 0.062
Cl 0.08 -0.56 -2.72 0.049
C -0.53 1.89 -1.58 0.750
O -0.45 3.09 -1.71 -0.580
O -0.60 1.22 -0.50 -0.761
O 0.43 1.74 3.47 -0.597
C 0.40 0.95 2.59 0.776
N 0.36 0.09 1.77 -0.752
```

# 6
One molecule with the formula CH3IO3S, computed with ωB97M-V/def2-TZVPD.

## Properties
spin multiplicity = 3
energy above the lowest of the compared OMol25 structures with the same formula, charge and spin = 15.4 kcal per mole
E_LUMO (alpha / beta) = 0.6 / -3.7 eV
total energy = -961.3513 hartree
frontier orbital gap (alpha / beta) = 7.65 / 6.25 eV
HOMO energy (alpha / beta) = -7.1 / -9.9 eV
F_max = 5.598 eV Å⁻¹

XYZ file:
```
9
Properties=species:S:1:pos:R:3:mulliken_spin:R:1
C 0.75 -0.43 0.13 -0.012
O -2.05 1.97 -0.43 0.385
O 1.94 0.15 0.51 0.004
O -0.03 0.44 -0.65 0.093
S -1.45 0.88 0.26 0.630
I -2.98 -0.99 -0.28 0.896
H 0.86 -1.43 -0.49 0.002
H 0.28 -0.59 1.05 0.002
H 2.67 0.00 -0.09 -0.001
```